{
  "formula": "C44H45N2O3Si2TeTl",
  "method": "ωB97M-V/def2-TZVPD",
  "total_charge": -1,
  "multiplicity": 2,
  "gap_ha": [0.1435, 0.2340],
  "relative_energy_kj_mol": 202.6,
  "species": ["Tl", "C", "C", "C", "C", "C", "O", "C", "C", "C", "C", "C", "C", "C", "O", "C", "C", "C", "N", "C", "C", "Te", "C", "C", "C", "C", "C", "C", "C", "C", "C", "C", "C", "C", "H", "H", "H", "H", "H", "H", "H", "H", "H", "H", "H", "H", "H", "H", "H", "H", "H", "H", "H", "H", "H", "H", "H", "H", "C", "Si", "C", "C", "C", "C", "C", "C", "C", "Si", "C", "C", "H", "H", "H", "H", "H", "H", "H", "H", "H", "H", "H", "H", "H", "H", "H", "H", "O", "N", "C", "C", "C", "C", "C", "H", "H", "H", "H", "H"],
  "xyz": [[-0.328, -0.773, 0.159], [5.611, 2.413, 2.041], [4.585, 1.590, 1.305], [4.850, 0.294, 0.930], [3.891, -0.471, 0.215], [4.319, -1.838, -0.141], [5.037, -2.490, 0.610], [4.035, -2.458, -1.499], [4.289, -3.817, -1.653], [4.132, -4.440, -2.882], [3.728, -3.701, -3.985], [3.505, -2.336, -3.850], [3.665, -1.718, -2.619], [2.608, 0.042, -0.056], [1.713, -0.720, -0.627], [2.322, 1.425, 0.310], [3.346, 2.140, 0.987], [1.111, 2.093, -0.034], [-0.047, 1.473, -0.374], [-1.165, 2.260, -0.852], [-2.129, 2.633, 0.277], [-3.637, 4.077, -0.273], [-3.977, 3.503, -2.280], [-5.176, 2.891, -2.635], [-5.425, 2.545, -3.957], [-4.475, 2.801, -4.934], [-3.281, 3.419, -4.588], [-3.038, 3.779, -3.270], [1.158, 3.593, -0.027], [1.656, 4.275, -1.136], [1.666, 5.661, -1.178], [1.187, 6.396, -0.102], [0.712, 5.732, 1.020], [0.703, 4.344, 1.055], [6.511, 1.829, 2.232], [5.225, 2.762, 3.002], [5.899, 3.299, 1.468], [5.809, -0.162, 1.144], [4.625, -4.367, -0.784], [4.335, -5.499, -2.984], [3.599, -4.181, -4.947], [3.205, -1.748, -4.708], [3.502, -0.657, -2.525], [3.146, 3.161, 1.292], [-1.716, 1.678, -1.596], [-0.827, 3.177, -1.347], [-1.598, 3.146, 1.073], [-2.613, 1.755, 0.702], [-5.911, 2.671, -1.872], [-6.359, 2.063, -4.218], [-4.664, 2.521, -5.962], [-2.536, 3.625, -5.346], [-2.111, 4.274, -3.010], [2.033, 3.698, -1.972], [2.049, 6.172, -2.054], [1.188, 7.478, -0.135], [0.350, 6.295, 1.871], [0.363, 3.828, 1.944], [-3.394, -3.011, -0.118], [-2.831, -1.213, -0.026], [-3.990, -0.252, -1.158], [-3.233, -0.696, 1.778], [-4.600, -0.535, 2.045], [-5.078, -0.230, 3.309], [-4.181, -0.084, 4.356], [-2.825, -0.232, 4.113], [-2.314, -0.530, 2.842], [-0.399, -0.598, 2.690], [0.176, -2.045, 3.752], [0.237, 0.984, 3.487], [-4.475, -3.048, 0.043], [-2.903, -3.597, 0.658], [-3.174, -3.461, -1.089], [-4.981, -0.717, -1.150], [-3.635, -0.247, -2.190], [-4.102, 0.784, -0.841], [-5.318, -0.647, 1.238], [-6.142, -0.106, 3.474], [-4.535, 0.150, 5.354], [-2.136, -0.106, 4.942], [-0.127, -1.905, 4.794], [1.265, -2.129, 3.723], [-0.248, -2.982, 3.389], [0.008, 1.013, 4.556], [-0.214, 1.858, 3.012], [1.320, 1.064, 3.361], [-0.281, -3.435, 0.461], [0.320, -4.565, 0.320], [-0.356, -5.634, -0.168], [0.260, -6.860, -0.293], [1.587, -7.011, 0.081], [2.263, -5.904, 0.568], [1.620, -4.689, 0.676], [-1.383, -5.428, -0.424], [-0.315, -7.690, -0.680], [2.084, -7.966, -0.010], [3.298, -5.963, 0.869], [2.079, -3.776, 1.027]],
  "forces_ev_per_angstrom": [[0.1, 0.8, 0.0], [0.0, 0.0, 0.0], [0.0, 0.1, 0.0], [0.0, -0.1, -0.1], [-0.1, 0.1, 0.1], [0.0, -0.1, -0.2], [-0.1, 0.0, 0.1], [0.0, 0.2, 0.0], [-0.1, -0.1, 0.1], [0.0, 0.0, 0.0], [0.0, 0.0, 0.0], [0.0, 0.0, 0.0], [0.0, -0.1, 0.1], [0.1, 0.0, 0.2], [-0.1, -0.6, -0.4], [0.0, 0.0, -0.1], [0.0, -0.1, 0.0], [0.0, -0.1, 0.0], [-0.1, 0.1, 0.0], [0.2, 0.1, 0.1], [0.0, -0.1, -0.1], [0.0, 0.0, 0.0], [0.0, 0.0, 0.0], [0.0, 0.0, 0.0], [0.0, 0.0, 0.0], [0.0, 0.0, 0.0], [0.0, 0.0, 0.0], [0.0, 0.0, 0.0], [-0.1, 0.0, 0.0], [0.0, 0.0, 0.0], [0.0, 0.0, 0.0], [0.0, 0.0, 0.0], [0.0, 0.0, 0.0], [0.0, 0.0, 0.0], [0.0, 0.0, 0.0], [0.0, 0.0, 0.0], [0.0, 0.0, 0.0], [0.0, 0.0, 0.0], [0.0, 0.0, 0.0], [0.0, 0.0, 0.0], [0.0, 0.0, 0.0], [0.0, 0.0, 0.0], [-0.1, 0.1, 0.1], [0.0, 0.0, 0.0], [0.0, 0.0, 0.0], [0.0, 0.0, 0.0], [0.1, 0.0, 0.1], [0.0, 0.0, 0.0], [0.0, 0.0, 0.0], [0.0, 0.0, 0.0], [0.0, 0.0, 0.0], [0.0, 0.0, 0.0], [0.0, 0.0, 0.0], [0.0, 0.0, 0.0], [0.0, 0.0, 0.0], [0.0, 0.0, 0.0], [0.0, 0.0, 0.0], [0.0, 0.0, 0.0], [0.0, 0.0, -0.1], [0.2, -0.2, 0.2], [0.0, 0.0, -0.1], [-0.1, 0.0, -0.1], [0.0, 0.0, 0.0], [0.0, 0.0, 0.0], [0.0, 0.0, 0.0], [0.0, 0.0, 0.0], [0.0, 0.0, 0.1], [-0.2, -0.1, 0.0], [0.0, 0.0, 0.0], [0.1, 0.0, 0.0], [0.0, 0.0, 0.0], [0.0, 0.0, 0.0], [0.0, 0.0, 0.0], [0.0, 0.0, 0.0], [0.0, 0.0, 0.0], [0.0, 0.1, 0.0], [0.0, 0.0, 0.0], [0.0, 0.0, 0.0], [0.0, 0.0, 0.0], [0.0, 0.0, 0.0], [0.0, 0.0, 0.0], [0.0, 0.0, 0.0], [0.0, 0.0, 0.0], [0.0, 0.0, 0.0], [0.0, 0.0, 0.0], [0.0, 0.0, 0.0], [0.1, -0.5, -0.1], [0.0, 0.3, 0.1], [0.1, 0.0, 0.0], [0.0, 0.0, 0.0], [0.0, 0.0, 0.0], [0.0, 0.1, 0.0], [0.0, -0.1, -0.1], [0.0, 0.0, 0.0], [0.0, 0.0, 0.0], [0.0, 0.0, 0.0], [0.0, 0.0, 0.0], [0.0, 0.0, 0.0]]
}